{"formula": "C36H32I2IrN3O2P2Te", "method": "ωB97M-V with the def2-TZVPD basis set", "elements": ["Ir", "Te", "C", "C", "C", "N", "C", "C", "C", "P", "C", "C", "C", "C", "C", "C", "C", "C", "C", "C", "C", "C", "P", "C", "C", "C", "C", "C", "C", "C", "C", "C", "C", "C", "C", "H", "H", "H", "H", "H", "H", "H", "H", "H", "H", "H", "H", "H", "H", "H", "H", "H", "H", "H", "H", "H", "H", "H", "H", "I", "I", "O", "H", "H", "N", "C", "O", "C", "C", "C", "C", "N", "C", "H", "H", "H", "H", "H", "H"], "coordinates": [[-0.55507, 1.47629, 1.51807], [1.91917, -2.65024, 0.94276], [1.91128, -3.74147, -0.91286], [2.05449, -5.12112, -0.85254], [1.94305, -5.83728, -2.04126], [1.71469, -5.25029, -3.19188], [1.59057, -3.94463, -3.26162], [1.69374, -3.13329, -2.13845], [0.20886, -1.49000, 0.47920], [-0.73706, -1.15968, 1.97977], [-2.34960, -0.64474, 1.25578], [-2.91465, 0.55782, 1.70785], [-4.07982, 1.03377, 1.11640], [-4.67303, 0.32229, 0.08627], [-4.11998, -0.87324, -0.34943], [-2.95516, -1.35239, 0.22397], [-1.07689, -2.79338, 2.72255], [-1.02215, -3.97183, 1.97908], [-1.30901, -5.17780, 2.59472], [-1.62888, -5.22025, 3.94234], [-1.68994, -4.04860, 4.68045], [-1.41345, -2.83658, 4.07141], [0.34103, 0.15772, -0.29888], [-0.97025, 0.28873, -1.55324], [-1.18929, -0.66290, -2.54232], [-2.19091, -0.45809, -3.47451], [-2.98861, 0.67423, -3.40968], [-2.78264, 1.61845, -2.41554], [-1.76885, 1.42910, -1.49664], [1.91098, 0.24298, -1.19641], [1.96841, 0.43549, -2.57534], [3.19769, 0.53456, -3.20048], [4.36504, 0.47757, -2.45831], [4.31218, 0.33747, -1.07890], [3.08955, 0.22631, -0.44361], [2.24497, -5.63417, 0.08033], [2.03891, -6.91377, -2.05694], [1.40944, -3.53061, -4.24403], [1.61908, -2.06000, -2.22314], [-2.53905, 1.04070, 2.61733], [-4.51582, 1.95298, 1.47493], [-5.57422, 0.68721, -0.37940], [-4.59745, -1.42805, -1.14154], [-2.51482, -2.27542, -0.11928], [-0.79181, -3.94379, 0.92010], [-1.28940, -6.08782, 2.01323], [-1.83096, -6.16799, 4.41644], [-1.95078, -4.08732, 5.72640], [-1.45400, -1.91947, 4.63898], [-0.58646, -1.55920, -2.57088], [-2.34799, -1.18198, -4.25862], [-3.77169, 0.82192, -4.13556], [-3.40491, 2.49902, -2.36618], [-1.58505, 2.16376, -0.70750], [1.05698, 0.50886, -3.14957], [3.24457, 0.66438, -4.26938], [5.31776, 0.56997, -2.95211], [5.22033, 0.33178, -0.49663], [3.03390, 0.19434, 0.64009], [-3.00757, 3.46523, 4.50311], [-4.63869, 4.69883, 6.23324], [0.48696, 1.50027, 3.69065], [-0.17314, 1.61045, 4.38299], [1.19782, 2.12215, 3.87709], [4.16232, 5.28547, -1.42863], [3.19611, 4.35704, -1.35397], [3.12227, 3.38803, -2.07895], [2.15780, 4.57059, -0.28026], [1.72140, 5.79873, 0.20325], [0.68147, 5.81376, 1.12148], [0.11570, 4.61904, 1.53470], [0.53101, 3.43750, 1.07266], [1.52071, 3.42745, 0.18535], [4.87121, 5.20422, -2.14010], [4.21234, 6.06672, -0.80131], [2.15007, 6.72786, -0.13548], [0.30648, 6.74995, 1.50118], [-0.69477, 4.59466, 2.25179], [1.84345, 2.47177, -0.20461]], "e_lumo_ev": [-6.37, -7.70], "charge": 2, "spin_multiplicity": 5}

---

{"formula": "C76H197N15O23", "method": "ωB97M-V with the def2-TZVPD basis set", "elements": ["C", "O", "C", "C", "N", "C", "C", "O", "C", "H", "H", "H", "H", "H", "H", "H", "H", "H", "H", "H", "H", "H", "H", "H", "C", "O", "C", "C", "N", "C", "C", "O", "C", "H", "H", "H", "H", "H", "H", "H", "H", "H", "H", "H", "H", "H", "H", "H", "C", "O", "C", "C", "N", "C", "C", "O", "C", "H", "H", "H", "H", "H", "H", "H", "H", "H", "H", "H", "H", "H", "H", "H", "C", "O", "C", "C", "N", "C", "C", "O", "C", "H", "H", "H", "H", "H", "H", "H", "H", "H", "H", "H", "H", "H", "H", "H", "C", "O", "C", "C", "N", "C", "C", "O", "C", "H", "H", "H", "H", "H", "H", "H", "H", "H", "H", "H", "H", "H", "H", "H", "C", "O", "C", "C", "N", "C", "C", "O", "C", "H", "H", "H", "H", "H", "H", "H", "H", "H", "H", "H", "H", "H", "H", "H", "C", "O", "C", "C", "N", "C", "C", "O", "C", "H", "H", "H", "H", "H", "H", "H", "H", "H", "H", "H", "H", "H", "H", "H", "C", "O", "C", "C", "N", "C", "C", "O", "C", "H", "H", "H", "H", "H", "H", "H", "H", "H", "H", "H", "H", "H", "H", "H", "C", "C", "C", "O", "C", "N", "H", "H", "H", "H", "H", "H", "H", "H", "H", "H", "H", "C", "C", "C", "O", "C", "N", "H", "H", "H", "H", "H", "H", "H", "H", "H", "H", "H", "C", "C", "C", "O", "C", "N", "H", "H", "H", "H", "H", "H", "H", "H", "H", "H", "H", "C", "C", "C", "O", "C", "N", "H", "H", "H", "H", "H", "H", "H", "H", "H", "H", "H", "C", "C", "C", "O", "C", "N", "H", "H", "H", "H", "H", "H", "H", "H", "H", "H", "H", "C", "C", "C", "O", "C", "N", "H", "H", "H", "H", "H", "H", "H", "H", "H", "H", "H", "C", "C", "C", "O", "C", "N", "H", "H", "H", "H", "H", "H", "H", "H", "H", "H", "H"], "coordinates": [[0.41332, 3.54179, -1.61016], [1.48523, 3.17952, -0.75956], [1.48112, 3.80640, 0.57364], [0.20772, 3.69170, 1.39926], [0.28085, 4.68790, 2.50400], [-0.80022, 4.43807, 3.44866], [-0.91483, 5.73679, 4.26462], [-1.20886, 7.00455, 3.50220], [-2.47656, 6.99224, 2.94482], [0.79239, 3.20762, -2.57594], [0.22970, 4.60289, -1.77881], [-0.46606, 2.94239, -1.37452], [1.63851, 4.83358, 0.24464], [2.41267, 3.44453, 1.00882], [0.13382, 2.67994, 1.79798], [-0.68635, 3.80163, 0.78553], [0.21616, 5.65601, 2.22348], [-0.76965, 3.63156, 4.18126], [-1.72711, 4.26078, 2.90320], [-0.11745, 5.92059, 4.98469], [-1.73920, 5.54551, 4.95159], [-3.29691, 6.92420, 3.65932], [-2.58361, 6.24659, 2.15701], [-2.56422, 8.00447, 2.55010], [6.68802, 2.14313, -2.41464], [7.36943, 1.03184, -1.77883], [7.17994, 1.08433, -0.34810], [8.04360, 0.06984, 0.49130], [9.42126, 0.32542, 0.77270], [10.28119, 0.29922, -0.45457], [11.32488, 1.36452, -0.32425], [10.90006, 2.67269, 0.09116], [10.42922, 3.45330, -0.96937], [6.88695, 2.13331, -3.48629], [7.16692, 3.06647, -2.08877], [5.64687, 2.15162, -2.09208], [6.14154, 0.91466, -0.06341], [7.36854, 2.07300, 0.07030], [8.00082, -0.88860, -0.02606], [7.66867, -0.23374, 1.46873], [9.53021, 1.22799, 1.21270], [9.74055, 0.45006, -1.38895], [10.60947, -0.73490, -0.55921], [12.02547, 1.39323, -1.15880], [11.79663, 1.13608, 0.63145], [9.58264, 3.03434, -1.51332], [11.28333, 3.43836, -1.64639], [10.17886, 4.41645, -0.52463], [-10.52152, -1.91409, 4.41950], [-10.13452, -1.09366, 3.28497], [-9.26538, -0.04385, 3.43499], [-9.01804, 0.70755, 2.04164], [-8.25545, -0.05614, 1.14750], [-7.68565, 0.64617, -0.01911], [-8.66961, 1.09140, -1.08821], [-9.52910, 2.11048, -0.59191], [-10.44599, 2.58731, -1.59492], [-11.37777, -2.56954, 4.26035], [-10.87499, -1.23957, 5.19937], [-9.70377, -2.39981, 4.95192], [-8.28253, -0.23608, 3.86530], [-9.81570, 0.64992, 4.07054], [-8.51199, 1.64799, 2.25979], [-9.96702, 1.04793, 1.62729], [-7.60127, -0.71052, 1.55237], [-6.98354, -0.13444, -0.31201], [-7.03598, 1.47536, 0.26100], [-9.36311, 0.26640, -1.25110], [-8.10233, 1.37029, -1.97619], [-10.04754, 2.86756, -2.57001], [-11.05750, 3.47062, -1.41078], [-11.11830, 1.75263, -1.79342], [-5.39362, -3.27826, -2.12847], [-4.42942, -3.37426, -1.08361], [-4.45630, -4.48147, -0.15295], [-3.26237, -4.34835, 0.84956], [-1.93977, -4.48329, 0.29229], [-1.42973, -5.80068, 0.01035], [-0.00191, -5.68680, -0.55646], [-0.00024, -4.95442, -1.86668], [-0.84534, -5.39900, -2.89261], [-6.40886, -3.14253, -1.75567], [-5.34876, -4.01574, -2.92985], [-5.26945, -2.31067, -2.61474], [-4.36116, -5.45894, -0.62579], [-5.35687, -4.72525, 0.41064], [-3.31095, -4.97014, 1.74349], [-3.34688, -3.33608, 1.24487], [-1.89616, -4.01999, -0.60412], [-2.05768, -6.40359, -0.64561], [-1.37406, -6.40800, 0.91376], [0.26769, -6.72080, -0.77153], [0.63999, -5.41410, 0.28122], [-1.83108, -5.76515, -2.60560], [-0.42686, -6.28241, -3.37488], [-1.00520, -4.63743, -3.65585], [-3.95545, 1.20447, 7.44848], [-5.14187, 1.83161, 8.14869], [-5.05804, 3.22885, 8.33029], [-5.47205, 4.08080, 7.17691], [-6.03725, 5.43776, 7.49393], [-7.36786, 5.42369, 8.14827], [-8.04438, 6.81912, 8.28685], [-8.41561, 7.18468, 6.95588], [-8.90805, 8.46257, 6.94211], [-4.29524, 0.31298, 6.92132], [-3.21688, 0.90387, 8.19160], [-3.56029, 1.94248, 6.75042], [-4.04255, 3.58209, 8.50949], [-5.67562, 3.47255, 9.19476], [-6.22397, 3.53506, 6.60693], [-4.54151, 4.33932, 6.67158], [-5.86064, 6.06379, 6.72129], [-7.21580, 5.20494, 9.20521], [-7.96453, 4.63227, 7.69466], [-7.34800, 7.60682, 8.57443], [-8.95400, 6.63182, 8.85747], [-8.21079, 9.21085, 7.31894], [-9.75971, 8.51643, 7.62024], [-9.16000, 8.81950, 5.94349], [-6.49092, 5.03510, 3.28016], [-6.52175, 5.77609, 2.05745], [-6.53032, 4.86216, 0.97671], [-5.26824, 4.08672, 0.68482], [-4.08267, 4.84988, 0.38115], [-4.25724, 5.40133, -0.93160], [-3.46716, 6.69080, -1.13349], [-4.17977, 7.64564, -0.33271], [-3.78258, 9.02474, -0.63968], [-7.31085, 4.31828, 3.32463], [-6.50273, 5.77176, 4.08348], [-5.59771, 4.42072, 3.39338], [-6.93994, 5.43307, 0.14342], [-7.38571, 4.18739, 1.00967], [-5.39913, 3.30625, -0.06472], [-4.98021, 3.58258, 1.60731], [-4.03361, 5.71370, 0.90222], [-5.26318, 5.76705, -1.13762], [-4.04241, 4.69234, -1.73115], [-3.55050, 6.84807, -2.20887], [-2.40750, 6.54750, -0.92211], [-4.47813, 9.75981, -0.23473], [-3.72238, 9.14466, -1.72138], [-2.72783, 9.14097, -0.39052], [-2.79514, -1.05233, 4.39381], [-2.18567, 0.06978, 4.97458], [-0.91518, -0.30725, 5.41680], [-0.09534, 0.91255, 5.38428], [0.43443, 1.19854, 4.04917], [1.67382, 0.56792, 3.80795], [2.89383, 1.36523, 4.39662], [2.83772, 1.43508, 5.79778], [3.29007, 0.33703, 6.53414], [-2.94740, -1.86242, 5.10704], [-2.20946, -1.49491, 3.58808], [-3.80056, -0.89251, 4.00437], [-0.34492, -1.10080, 4.93389], [-0.99539, -0.83019, 6.36979], [0.68875, 1.01654, 6.13427], [-0.69006, 1.76905, 5.70180], [0.60054, 2.16555, 3.80960], [1.89619, 0.46710, 2.74566], [1.71094, -0.47011, 4.13845], [2.83714, 2.30926, 3.85468], [3.77339, 0.85201, 4.00792], [4.33010, 0.13612, 6.27710], [2.74396, -0.60388, 6.46669], [3.28260, 0.59718, 7.59261], [5.23882, -2.14532, -0.26017], [3.92338, -2.40888, 0.31388], [2.83007, -2.58141, -0.62877], [1.49409, -2.51803, 0.18655], [1.51515, -1.21211, 0.97584], [0.84854, -0.18345, 0.19312], [-0.69195, -0.02298, 0.54020], [-1.22700, 1.19785, 0.16160], [-2.45896, 1.51068, 0.85819], [5.25823, -2.06339, -1.34692], [5.80977, -3.05827, -0.09096], [5.68076, -1.26141, 0.19971], [3.12445, -3.53359, -1.07014], [2.84236, -1.76435, -1.35012], [1.45018, -3.31576, 0.92804], [0.58020, -2.57906, -0.40435], [2.48269, -0.94595, 1.09045], [0.98226, -0.20019, -0.88852], [1.26646, 0.70631, 0.66406], [-0.80621, -0.22451, 1.60529], [-1.21364, -0.84195, 0.04498], [-3.29896, 0.85986, 0.61544], [-2.69898, 2.54172, 0.59849], [-2.37103, 1.44925, 1.94291], [7.21975, -6.82288, -4.80714], [7.14029, -5.62276, -3.87646], [8.49016, -4.92066, -3.49384], [8.44599, -4.18053, -2.26097], [9.65138, -3.53346, -2.01122], [6.32239, -4.60770, -4.54553], [7.66939, -6.42870, -5.71849], [6.26836, -7.25981, -5.11058], [7.85336, -7.63355, -4.44738], [6.47616, -5.79239, -3.02897], [8.89798, -4.24488, -4.24558], [9.20635, -5.73511, -3.38503], [10.49322, -4.13787, -1.67348], [9.43566, -2.86599, -1.17693], [9.99580, -2.87396, -2.80782], [5.43574, -5.08510, -4.62317], [6.22612, -3.88354, -3.84809], [4.94650, -6.36880, -0.26968], [4.23544, -7.39940, 0.54471], [2.90000, -6.93975, 1.22525], [2.60700, -7.41621, 2.46960], [2.15287, -8.74728, 2.43319], [4.03263, -8.69967, -0.13243], [4.90409, -5.42481, 0.27362], [4.53241, -6.23930, -1.26961], [5.98759, -6.64135, -0.44273], [4.98467, -7.42843, 1.33587], [2.07491, -7.03141, 0.51889], [2.91707, -5.86479, 1.40492], [1.19382, -8.77100, 1.91573], [2.14575, -9.03342, 3.48494], [2.73888, -9.55574, 1.99606], [4.26143, -9.51536, 0.41748], [4.54765, -8.81612, -0.99341], [3.67109, -3.79403, 3.91871], [4.83474, -2.87668, 3.83635], [6.02105, -3.63143, 3.14447], [7.24606, -2.89100, 3.08127], [8.18469, -3.70960, 2.39486], [4.42507, -1.76713, 3.04306], [3.90278, -4.78445, 4.31046], [3.31187, -4.02406, 2.91564], [2.90825, -3.37404, 4.57429], [5.21276, -2.53184, 4.79878], [5.68252, -4.03088, 2.18847], [6.28149, -4.55863, 3.65496], [8.49305, -4.65695, 2.83707], [9.07671, -3.16016, 2.09402], [7.98587, -4.01428, 1.36736], [4.27937, -2.12913, 2.11150], [5.37239, -1.41846, 3.00961], [2.78205, -4.34149, -8.57899], [3.44952, -4.67028, -7.26175], [2.78207, -5.65130, -6.31981], [3.61831, -5.96389, -5.14720], [3.24984, -5.43765, -3.89913], [4.82411, -5.12633, -7.50468], [3.06165, -5.10779, -9.30197], [3.08664, -3.47383, -9.16422], [1.69238, -4.31850, -8.59242], [3.59025, -3.85818, -6.54845], [2.57576, -6.59499, -6.82475], [1.77685, -5.27114, -6.13785], [3.95696, -4.61134, -3.82641], [3.35177, -6.17583, -3.10365], [2.24127, -5.02792, -3.84435], [5.30622, -4.26102, -7.70194], [5.14041, -5.32000, -6.56524], [4.52374, 0.49756, -4.95191], [5.66396, -0.50620, -5.36662], [6.83990, 0.14802, -6.18297], [6.42257, 1.05677, -7.18487], [6.03663, 0.35399, -8.34341], [6.05395, -1.00592, -4.06534], [4.27286, 1.23357, -5.71575], [4.72433, 1.11698, -4.07772], [3.57878, -0.04505, -4.92506], [5.29667, -1.35326, -5.94602], [7.52955, -0.60525, -6.56384], [7.42927, 0.68350, -5.43865], [5.26678, -0.38981, -8.13802], [6.91465, -0.18818, -8.69448], [5.74739, 1.02993, -9.14812], [6.84516, -1.62598, -4.16333], [6.49079, -0.23296, -3.58387], [-6.10590, 2.53877, -3.91783], [-7.47510, 2.90850, -4.53485], [-7.66207, 4.37750, -4.98189], [-7.27129, 5.28588, -3.94797], [-7.77781, 5.13863, -2.60602], [-7.56494, 1.99288, -5.68094], [-6.24946, 1.58769, -3.40507], [-5.84680, 3.21724, -3.10502], [-5.18308, 2.38956, -4.47841], [-8.35196, 2.71037, -3.91844], [-8.63538, 4.61631, -5.41053], [-6.93427, 4.54430, -5.77599], [-7.36623, 5.75772, -1.80888], [-7.74427, 4.15589, -2.13573], [-8.82203, 5.44796, -2.56102], [-6.95487, 2.29034, -6.42889], [-8.49109, 1.95548, -6.08213], [-1.90424, -0.86086, -3.82940], [-1.34227, 0.53437, -3.68498], [-1.12745, 1.26688, -5.03533], [-0.34328, 0.56780, -5.99296], [0.98785, 0.17851, -5.79465], [-2.46644, 1.25015, -2.98472], [-2.71067, -0.86507, -4.56273], [-2.23217, -1.37106, -2.92374], [-1.14243, -1.46921, -4.31689], [-0.36411, 0.54954, -3.20427], [-0.56004, 2.15797, -4.76682], [-2.09056, 1.67702, -5.33913], [1.00850, -0.56604, -4.99883], [1.53715, 1.09655, -5.58592], [1.38596, -0.25388, -6.71260], [-3.34782, 0.99947, -3.40949], [-2.46947, 0.98617, -2.00983]], "e_lumo_ev": 0.40, "charge": 0}

---

{"formula": "CH4ClN", "method": "ωB97M-V with the def2-TZVPD basis set", "elements": ["C", "N", "Cl", "H", "H", "H", "H"], "coordinates": [[0.03874, 0.27174, 0.44895], [-0.54254, -0.52133, -0.53837], [1.85114, 0.37437, 0.42284], [-0.25577, -0.00021, 1.45396], [-0.44312, 1.57096, 0.14921], [-0.33538, -0.19056, -1.47342], [-0.31307, -1.50497, -0.46317]], "e_lumo_ev": 1.02, "charge": 0}

---

- What is the formula in the second record?
  C76H197N15O23